Record 1
# C18H15BClN3O5

A 2-piece molecular cluster, C18H15BClN3O5 overall (ωB97M-V/def2-TZVPD, the OMol25 dataset).

Bonds (Å) are listed after each position.
Cartesian coordinates (Å):
1 Cl 0.74175 -0.45179 2.18271  C16 1.745
2 O 2.57251 -2.53236 -0.00396  N9 1.212
3 O 1.32483 4.70601 -0.73805  C18 1.197
4 O 1.23099 -1.20681 -1.05221  N9 1.220
5 O -3.05666 4.83384 0.14849  C21 1.204
6 O 2.92983 3.17628 0.74823  B28 1.387, H40 0.965
7 N -0.95036 4.84261 -0.87822  C18 1.435, C21 1.407, H38 1.010
8 N -3.55249 2.21136 1.38274  C23 1.387, H30 1.008, H39 1.007
9 N 1.74447 -2.29583 -0.85661  O2 1.212, O4 1.220, C14 1.471
10 C 1.84906 -4.66722 -1.50187  C12 1.385, C14 1.383, H37 1.080
11 C -0.02434 -4.22758 -3.51059  C26 1.389, C27 1.385, H32 1.081
12 C 1.42909 -5.71805 -2.30100  C10 1.385, C26 1.389, H41 1.081
13 C 0.67682 1.95552 0.86995  C16 1.400, C22 1.396, B28 1.597
14 C 1.31762 -3.40918 -1.71783  N9 1.471, C10 1.383, C27 1.383
15 C -1.47932 3.07739 0.55172  C21 1.490, C22 1.389, C23 1.382
16 C -0.05427 0.94826 1.51089  Cl1 1.745, C13 1.400, C17 1.391
17 C -1.43509 0.99201 1.67295  C16 1.391, C23 1.403, C25 1.518
18 C 0.26952 4.23168 -0.43299  O3 1.197, N7 1.435, C22 1.519
19 C -3.07348 0.77273 4.68361  C20 1.192, H31 1.060
20 C -2.69111 0.31879 3.64939  C19 1.192, C25 1.462
21 C -1.98264 4.33517 -0.06745  O5 1.204, N7 1.407, C15 1.490
22 C -0.10359 3.00236 0.37703  C13 1.396, C15 1.389, C18 1.519
23 C -2.18174 2.08622 1.20979  N8 1.387, C15 1.382, C17 1.403
24 C 3.13744 0.68410 0.43477  B28 1.569, H33 1.083, H36 1.096, H43 1.088
25 C -2.19843 -0.13320 2.34897  C17 1.518, C20 1.462, H29 1.080, H35 1.093
26 C 0.49206 -5.49965 -3.30222  C11 1.389, C12 1.389, H34 1.082
27 C 0.38856 -3.17197 -2.71407  C11 1.385, C14 1.383, H42 1.080
28 B 2.26206 1.96291 0.68016  O6 1.387, C13 1.597, C24 1.569
29 H -1.61159 -1.03737 2.41967  C25 1.080
30 H -4.04878 2.50844 0.55663  N8 1.008
31 H -3.38249 1.32318 5.53569  C19 1.060
32 H -0.75174 -4.05875 -4.29252  C11 1.081
33 H 2.52715 -0.14344 0.09619  C24 1.083
34 H 0.16254 -6.32356 -3.92148  C26 1.082
35 H -3.07568 -0.39007 1.74903  C25 1.093
36 H 3.50025 0.40775 1.43101  C24 1.096
37 H 2.57782 -4.83395 -0.72260  C10 1.080
38 H -1.11493 4.79591 -1.87331  N7 1.010
39 H -3.99080 1.42492 1.83318  N8 1.007
40 H 3.19482 3.40097 -0.15253  O6 0.965
41 H 1.83121 -6.70882 -2.14102  C12 1.081
42 H -0.01300 -2.18207 -2.87183  C27 1.080
43 H 3.98478 0.87753 -0.21991  C24 1.088

Summary:
**Frontier orbital gap**: 8.0971 eV
**E_LUMO**: -0.02664 hartree
**SMILES string**: C#CCc1c(N)c2c(c(B(C)O)c1Cl)C(=O)NC2=O.O=[N+]([O-])c1ccccc1

***

Record 2
# C24H35N4O7P

A 2-piece molecular cluster, C24H35N4O7P overall (ωB97M-V/def2-TZVPD, the OMol25 dataset).

Bonds (Å) are listed after each position.
Cartesian coordinates (Å):
1 P -5.47368 -2.67518 3.74814  O2 1.533, O4 1.532, O6 1.535, O8 1.533
2 O -6.66971 -1.71904 3.82089  P1 1.533
3 O 2.27000 1.00537 0.45264  C28 1.208
4 O -5.99237 -4.11669 3.74262  P1 1.532
5 O -0.01115 2.06742 4.03113  C23 1.232
6 O -4.66243 -2.43197 2.46746  P1 1.535
7 O -1.71831 -2.34638 -5.68105  C13 1.419, H70 0.958
8 O -4.56344 -2.42469 4.95651  P1 1.533
9 N -0.67337 3.33944 -1.46771  N11 1.410, C16 1.312
10 N 4.55184 1.15073 0.08515  C26 1.412, C28 1.466, H58 1.011
11 N 0.40186 2.52655 -1.88125  N9 1.410, C27 1.373, H60 1.000
12 N -2.14672 1.30092 3.89382  C18 1.478, C23 1.399, C34 1.467
13 C -1.04347 -3.34097 -4.92614  O7 1.419, C36 1.532, H37 1.091, H48 1.098
14 C -0.31979 -1.72470 -3.12646  C20 1.543, C36 1.546, H49 1.090, H56 1.095
15 C -0.13408 -0.11828 3.16945  C23 1.518, H40 1.090, H47 1.090, H53 1.088
16 C -1.70708 2.58451 -1.17908  N9 1.312, C19 1.523, C25 1.388
17 C 1.72313 0.51597 -2.39537  C27 1.512, C32 1.533, H52 1.089, H54 1.097
18 C -2.95283 0.08810 3.64373  N12 1.478, H39 1.092, H46 1.086, H66 1.089
19 C -2.90971 3.36204 -0.66158  C16 1.523, C33 1.550, H50 1.091, H64 1.093
20 C -0.75183 -1.08557 -1.79055  C14 1.543, C31 1.509, H43 1.097, H61 1.094
21 C 6.42715 -2.49970 0.55588  C22 1.361, C24 1.361, H63 1.085
22 C 6.86496 -1.41396 1.25003  C21 1.361, C29 1.366, H57 1.082
23 C -0.76657 1.14077 3.73398  O5 1.232, N12 1.399, C15 1.518
24 C 5.38735 -2.41764 -0.31896  C21 1.361, C35 1.370, H42 1.080
25 C -1.84285 1.20681 -1.27487  C16 1.388, C31 1.480, H55 1.079
26 C 5.18220 -0.10657 0.21180  N10 1.412, C29 1.378, C35 1.368
27 C 0.41968 1.15659 -1.97633  N11 1.373, C17 1.512, C31 1.341
28 C 3.15694 1.09201 -0.36249  O3 1.208, N10 1.466, C32 1.510
29 C 6.24569 -0.20836 1.08168  C22 1.366, C26 1.378, H68 1.083
30 C -2.76988 2.24576 1.65936  C33 1.522, C34 1.544, H38 1.092, H71 1.092
31 C -0.66899 0.41945 -1.71337  C20 1.509, C25 1.480, C27 1.341
32 C 2.98461 1.20190 -1.85840  C17 1.533, C28 1.510, H44 1.093, H59 1.094
33 C -2.76808 3.54731 0.87063  C19 1.550, C30 1.522, H41 1.095, H51 1.097
34 C -2.65934 2.47657 3.18222  N12 1.467, C30 1.544, H67 1.088, H69 1.095
35 C 4.76975 -1.20651 -0.48937  C24 1.370, C26 1.368, H62 1.081
36 C -1.04793 -3.05609 -3.42100  C13 1.532, C14 1.546, H45 1.093, H65 1.091
37 H -1.53519 -4.29544 -5.12013  C13 1.091
38 H -1.90462 1.63868 1.38330  C30 1.092
39 H -3.99818 0.39853 3.59448  C18 1.092
40 H 0.41281 -0.67891 3.92759  C15 1.090
41 H -1.79532 4.02476 1.02599  C33 1.095
42 H 5.05757 -3.28283 -0.87397  C24 1.080
43 H -0.23472 -1.53179 -0.93178  C20 1.097
44 H 3.04668 2.25251 -2.15443  C32 1.093
45 H -0.49405 -3.87705 -2.95859  C36 1.093
46 H -2.91382 -0.62691 4.46076  C18 1.086
47 H 0.57241 0.21221 2.40839  C15 1.090
48 H 0.00698 -3.40331 -5.23821  C13 1.098
49 H -0.39989 -1.02022 -3.95490  C14 1.090
50 H -3.84029 2.86104 -0.93073  C19 1.091
51 H -3.53793 4.24040 1.23089  C33 1.097
52 H 1.72157 -0.49306 -1.98686  C17 1.089
53 H -0.82367 -0.80606 2.68383  C15 1.088
54 H 1.75073 0.42146 -3.48797  C17 1.097
55 H -2.78630 0.74724 -1.02323  C25 1.079
56 H 0.73949 -1.98378 -3.02862  C14 1.095
57 H 7.69822 -1.45417 1.93892  C22 1.082
58 H 4.61207 1.69206 0.93688  N10 1.011
59 H 3.85294 0.71161 -2.30821  C32 1.094
60 H 1.23136 3.02953 -2.12324  N11 1.000
61 H -1.80644 -1.34036 -1.65013  C20 1.094
62 H 3.94977 -1.17822 -1.19372  C35 1.081
63 H 6.90306 -3.46612 0.68289  C21 1.085
64 H -2.88381 4.36375 -1.09761  C19 1.093
65 H -2.05851 -2.98516 -3.01734  C36 1.091
66 H -2.75362 -0.39261 2.68695  C18 1.089
67 H -2.03580 3.33974 3.40718  C34 1.088
68 H 6.55501 0.68750 1.60513  C29 1.083
69 H -3.67057 2.64772 3.56484  C34 1.095
70 H -1.10897 -1.64612 -5.91910  O7 0.958
71 H -3.66054 1.65748 1.42758  C30 1.092

Summary:
**Frontier orbital gap**: 1.7251 eV
**E_LUMO**: 0.08902 hartree
**Net charge**: -2

***

Record 3
# C7H10S

A single C7H10S molecule (ωB97M-V/def2-TZVPD, the OMol25 dataset).

Bonds (Å) are listed after each position.
Cartesian coordinates (Å):
1 S 0.03655 -1.61236 0.28448  C3 1.874, C6 1.858
2 C 2.78471 -0.74622 -0.01476  C6 1.311, H13 1.141, H17 1.032
3 C -1.00351 -0.05923 0.15480  S1 1.874, C4 1.480, C7 1.617, C8 1.556
4 C -0.15370 0.56545 -0.88376  C3 1.480, C5 1.397, H10 1.233, H18 1.047
5 C 0.92066 0.89194 -0.05228  C4 1.397, C6 1.505, C7 1.616, H15 1.132
6 C 1.49769 -0.49693 0.01409  S1 1.858, C2 1.311, C5 1.505
7 C -0.17257 0.91941 1.13758  C3 1.617, C5 1.616, H9 1.158, H11 1.176
8 C -2.43355 -0.62563 -0.08083  C3 1.556, H12 1.239, H14 1.231, H16 1.118
9 H -0.66880 1.96591 1.13218  C7 1.158
10 H -0.00650 -0.37721 -1.66472  C4 1.233
11 H 0.09242 0.78750 2.27570  C7 1.176
12 H -3.45956 0.05638 -0.21451  C8 1.239
13 H 3.57796 0.04065 -0.24541  C2 1.141
14 H -2.66426 -1.58630 0.65301  C8 1.231
15 H 1.47787 1.84766 -0.29089  C5 1.132
16 H -2.41019 -1.26275 -0.99977  C8 1.118
17 H 3.26901 -1.64183 0.15366  C2 1.032
18 H -0.68424 1.33356 -1.35857  C4 1.047

Summary:
**Frontier orbital gap**: 9.1112 eV
**E_LUMO**: 0.03008 hartree
**SMILES string**: C=C1S[C@]2(C)C[C@H]1C2

***

Record 4
# Cl2O2S

A single Cl2O2S molecule (ωB97M-V/def2-TZVPD, the OMol25 dataset).

Bonds (Å) are listed after each position.
Cartesian coordinates (Å):
1 Cl -0.97033 1.88617 -0.19427  S3 2.178
2 Cl 2.04618 0.66685 0.31039  S3 2.091
3 S 0.08037 -0.00364 0.07110  Cl1 2.178, Cl2 2.091, O4 1.454, O5 1.519
4 O -0.47148 -1.01512 0.95764  S3 1.454
5 O -0.09410 -0.47897 -1.36112  S3 1.519

Summary:
**Frontier orbital gap**: 8.6623 eV
**E_LUMO**: -0.10803 hartree
**SMILES string**: O=S(=O)(Cl)Cl